No. 1
DFT (ωB97M-V/def2-TZVPD) results for a 4-piece molecular cluster, C26H54FIN7O7S overall.

Results
HOMO energy: -11.13 eV
Kohn-Sham gap: 5.846 eV
spin multiplicity: 1
charge: +1

Element x y z (Å)
C (5.4908, -0.8834, -0.5332)
C (5.7272, 0.7339, -0.5160)
N (5.7029, 1.2582, -1.9168)
O (4.6644, 2.1477, -2.1186)
C (3.8871, 1.7837, -3.2808)
O (4.3755, 1.7656, -4.4254)
C (2.3587, 1.3585, -2.9505)
C (1.4685, 2.3012, -2.0721)
S (2.0992, 3.9274, -1.4387)
O (2.7989, 3.7306, -0.1260)
O (2.9219, 4.6244, -2.4772)
F (0.7322, 4.8774, -1.1335)
C (0.0124, 1.8672, -1.7178)
N (-0.5874, 0.6166, -2.1927)
C (-1.9794, 0.2352, -1.8113)
I (-1.8044, -0.6589, 0.2086)
C (-3.0384, 1.4459, -1.8003)
C (-4.2767, 1.0518, -0.8088)
C (0.2157, -0.2981, -3.0234)
N (-0.3037, -1.5870, -3.5089)
C (0.2229, -2.6356, -2.8720)
C (1.0631, -2.6189, -1.5095)
C (-0.0626, -4.0917, -3.5317)
C (1.7100, 0.0389, -3.4443)
N (2.5068, -0.8634, -4.2865)
H (6.4852, -1.4487, -0.7032)
H (4.7676, -1.1384, -1.4040)
H (4.9735, -1.2443, 0.4258)
H (6.7360, 0.9265, 0.0124)
H (4.8901, 1.1569, 0.1483)
H (5.6624, 0.4567, -2.5671)
H (-0.5645, 2.6015, -1.0393)
H (-2.4359, -0.5922, -2.4723)
H (-3.5093, 1.5837, -2.8423)
H (-2.6319, 2.4445, -1.4278)
H (-4.0682, 1.3630, 0.2793)
H (-4.5689, -0.0565, -0.8929)
H (-5.2234, 1.6438, -1.1207)
H (1.8695, -1.8130, -1.4483)
H (1.6264, -3.6314, -1.4629)
H (0.3832, -2.6252, -0.5718)
H (-0.0126, -4.0577, -4.6701)
H (0.6785, -4.8274, -3.0620)
H (-1.1067, -4.4005, -3.1324)
H (3.2301, -1.2541, -3.6596)
H (1.9459, -1.6363, -4.6722)
C (2.1256, -6.4174, 3.6727)
C (2.3446, -6.2629, 2.1708)
C (3.1966, -5.0320, 1.7967)
O (2.4957, -3.7921, 1.8618)
C (2.4138, -3.2312, 3.1640)
N (1.0388, -6.2405, 1.4980)
H (1.3916, -5.7110, 4.0654)
H (1.7537, -7.4206, 3.9004)
H (3.0614, -6.2788, 4.2214)
H (2.8882, -7.1515, 1.8312)
H (3.5028, -5.1410, 0.7508)
H (4.1206, -4.9874, 2.3855)
H (3.3075, -3.4327, 3.7615)
H (1.5229, -3.6009, 3.6774)
H (2.3054, -2.1493, 3.0585)
H (1.1906, -6.2350, 0.4906)
H (0.6185, -5.3284, 1.6832)
C (-2.9587, 7.7135, -3.3598)
C (-3.3027, 7.1143, -1.9996)
C (-2.8272, 5.6558, -1.8321)
O (-3.6371, 4.6926, -2.5047)
C (-3.3430, 4.5387, -3.8847)
N (-4.7483, 7.2403, -1.7746)
H (-3.6059, 7.3443, -4.1577)
H (-3.0744, 8.8008, -3.3351)
H (-1.9217, 7.4970, -3.6326)
H (-2.7860, 7.7148, -1.2427)
H (-2.8923, 5.4017, -0.7688)
H (-1.7725, 5.5411, -2.1133)
H (-2.2769, 4.6646, -4.0971)
H (-3.9339, 5.2416, -4.4761)
H (-3.6384, 3.5301, -4.1838)
H (-4.9603, 6.9286, -0.8283)
H (-5.2088, 6.5463, -2.3650)
C (-3.2138, -0.3822, 6.3743)
C (-3.1463, -0.8491, 4.9235)
C (-2.4510, -2.2158, 4.7476)
O (-1.0290, -2.1671, 4.8379)
C (-0.5218, -2.1790, 6.1629)
N (-2.4983, 0.1933, 4.1164)
H (-2.2547, -0.0126, 6.7420)
H (-3.9299, 0.4384, 6.4756)
H (-3.5430, -1.1919, 7.0315)
H (-4.1783, -0.9607, 4.5725)
H (-2.6677, -2.5750, 3.7359)
H (-2.8585, -2.9664, 5.4353)
H (-1.1338, -2.7887, 6.8336)
H (-0.4399, -1.1589, 6.5456)
H (0.4858, -2.6002, 6.1354)
H (-2.5418, -0.0799, 3.1366)
H (-1.5001, 0.1641, 4.3301)



No. 2
DFT (ωB97M-V/def2-TZVPD) results for C26H54N6S as an isolated structure.

Results
HOMO energy: -8.07 eV
Kohn-Sham gap: 7.747 eV
spin multiplicity: 1

Element x y z (Å)
C (4.3729, 2.1989, -4.4933)
C (3.5756, 1.7087, -5.6948)
N (2.6743, 2.7346, -6.2585)
C (1.3592, 2.7379, -5.7235)
C (0.8675, 3.9519, -5.1744)
C (-0.3768, 4.0678, -4.6289)
C (-1.2030, 2.9162, -4.6050)
N (-2.4367, 2.7943, -4.0966)
S (-2.8873, 1.2931, -4.3453)
N (-1.6062, 0.7007, -5.1019)
C (-0.7308, 1.7138, -5.1724)
C (0.5614, 1.6256, -5.7460)
H (3.7626, 2.2356, -3.5974)
H (5.1689, 1.4809, -4.3061)
H (4.8307, 3.1613, -4.7069)
H (4.2498, 1.3726, -6.4773)
H (3.0201, 0.8312, -5.3819)
H (3.0727, 3.6291, -6.0012)
H (1.5056, 4.8258, -5.1898)
H (-0.7505, 4.9872, -4.2101)
H (0.9340, 0.7227, -6.1968)
C (-1.0864, -0.3641, -1.7925)
C (-1.4480, -1.6078, -0.9970)
N (-1.6327, -1.3406, 0.4173)
C (-1.6850, -2.5410, 1.2312)
C (-2.8474, -3.5169, 1.0107)
C (-2.6034, -0.3093, 0.7391)
C (-4.0380, -0.4807, 0.2241)
H (-0.2156, 0.1326, -1.3612)
H (-0.8423, -0.6358, -2.8193)
H (-1.9043, 0.3551, -1.8301)
H (-0.6304, -2.3268, -1.0980)
H (-2.3319, -2.0782, -1.4567)
H (-1.6647, -2.2483, 2.2851)
H (-0.7490, -3.0875, 1.0674)
H (-3.7840, -3.1341, 1.4138)
H (-2.6386, -4.4569, 1.5270)
H (-2.9933, -3.7507, -0.0441)
H (-2.2202, 0.6425, 0.3606)
H (-2.6222, -0.1871, 1.8252)
H (-4.0652, -0.7750, -0.8261)
H (-4.5728, 0.4679, 0.3085)
H (-4.5977, -1.2160, 0.8001)
C (1.9259, -6.8054, 5.6116)
C (2.3562, -6.4002, 4.2094)
N (1.2389, -6.0844, 3.3408)
C (1.6021, -5.9899, 1.9378)
C (2.5641, -4.8742, 1.5113)
C (0.3322, -5.0615, 3.8298)
C (0.9131, -3.6824, 4.1659)
H (1.2016, -7.6200, 5.5748)
H (2.7928, -7.1466, 6.1787)
H (1.4839, -5.9740, 6.1621)
H (2.8952, -7.2408, 3.7644)
H (3.0797, -5.5729, 4.2855)
H (0.6835, -5.9097, 1.3496)
H (2.0448, -6.9493, 1.6513)
H (2.0835, -3.8965, 1.5142)
H (2.9071, -5.0586, 0.4909)
H (3.4477, -4.8278, 2.1484)
H (-0.1637, -5.4483, 4.7242)
H (-0.4720, -4.9434, 3.0985)
H (1.8252, -3.7462, 4.7608)
H (0.1878, -3.1130, 4.7512)
H (1.1270, -3.1003, 3.2705)
C (-0.4206, 3.1352, -0.7467)
C (0.1045, 4.2072, 0.1939)
N (-0.9437, 5.0668, 0.7083)
C (-0.4435, 6.2587, 1.3692)
C (0.3837, 6.0843, 2.6488)
C (-2.0441, 4.3842, 1.3665)
C (-1.7199, 3.4698, 2.5551)
H (-1.0107, 3.5662, -1.5570)
H (0.4128, 2.5887, -1.1917)
H (-1.0413, 2.4070, -0.2231)
H (0.8108, 4.8335, -0.3587)
H (0.6836, 3.7206, 0.9950)
H (-1.2910, 6.9162, 1.5814)
H (0.1675, 6.8020, 0.6409)
H (-0.2344, 5.7996, 3.4992)
H (0.8636, 7.0312, 2.9053)
H (1.1726, 5.3412, 2.5298)
H (-2.5674, 3.7881, 0.6136)
H (-2.7727, 5.1365, 1.6784)
H (-0.8759, 2.8099, 2.3486)
H (-2.5812, 2.8345, 2.7733)
H (-1.5004, 4.0331, 3.4609)



No. 3
DFT (ωB97M-V/def2-TZVPD) results for a 7-piece molecular cluster, C26H54N7O10P overall.

Results
HOMO energy: -8.63 eV
SMILES: CCCCOC1=C([PH2]=N)C(=O)OC1=O.CNC(C)=O.CNC(C)=O.CNC(C)=O.CNC(C)=O.CNC(C)=O.CNC(C)=O
Kohn-Sham gap: 7.839 eV
spin multiplicity: 1

Element x y z (Å)
C (-2.8759, 5.1164, -4.4218)
C (-1.6126, 4.3027, -4.7148)
C (-1.7673, 2.8294, -4.3300)
C (-0.6944, 1.9280, -4.9135)
O (0.4299, 1.8042, -3.9983)
C (0.4334, 0.8229, -3.1266)
C (0.4875, -0.5071, -3.2774)
P (0.5973, -1.5244, -4.7672)
N (0.5732, -3.0536, -4.5109)
C (0.5331, -1.0615, -1.8920)
O (0.2292, -2.1061, -1.4396)
O (0.9587, 0.0104, -1.0465)
C (0.3977, 1.1122, -1.6381)
O (-0.0945, 2.0131, -1.0474)
H (-2.8782, 5.5199, -3.4095)
H (-2.9689, 5.9602, -5.1076)
H (-3.7675, 4.5034, -4.5622)
H (-1.3579, 4.3851, -5.7755)
H (-0.7738, 4.7114, -4.1463)
H (-2.7644, 2.4555, -4.5614)
H (-1.6662, 2.7525, -3.2464)
H (-0.2757, 2.3202, -5.8394)
H (-1.1081, 0.9406, -5.1272)
H (1.8179, -1.0537, -5.2821)
H (-0.4051, -1.0031, -5.5998)
H (-0.1775, -3.5361, -4.9856)
C (1.0204, -6.3929, -2.6545)
N (0.2298, -6.4739, -3.8661)
C (0.0481, -7.5416, -4.6792)
C (0.7433, -8.8282, -4.2926)
O (-0.6490, -7.4592, -5.6809)
H (0.3861, -6.1109, -1.8108)
H (1.7964, -5.6331, -2.7666)
H (1.4932, -7.3465, -2.4372)
H (-0.2495, -5.6425, -4.1698)
H (0.4978, -9.5767, -5.0402)
H (1.8243, -8.6956, -4.2524)
H (0.4116, -9.1740, -3.3135)
C (-3.1601, 3.6439, 1.2917)
N (-3.0152, 3.0065, -0.0062)
C (-3.9436, 2.8634, -0.9775)
C (-5.3216, 3.4292, -0.7222)
O (-3.6615, 2.2912, -2.0243)
H (-2.4393, 4.4602, 1.3750)
H (-2.9539, 2.9200, 2.0802)
H (-4.1568, 4.0386, 1.4323)
H (-2.1197, 2.6038, -0.2443)
H (-5.9350, 3.2279, -1.5953)
H (-5.7777, 2.9644, 0.1522)
H (-5.2772, 4.5059, -0.5554)
C (-3.2087, 8.1070, 4.5534)
N (-3.5258, 6.8937, 3.8264)
C (-4.4632, 5.9574, 4.1192)
C (-5.3056, 6.1756, 5.3543)
O (-4.6046, 4.9725, 3.4099)
H (-3.3542, 8.9841, 3.9209)
H (-2.1713, 8.0927, 4.8900)
H (-3.8499, 8.2010, 5.4234)
H (-2.9937, 6.6890, 2.9950)
H (-5.9928, 5.3401, 5.4421)
H (-4.6826, 6.2206, 6.2482)
H (-5.8771, 7.1014, 5.2800)
C (0.3497, 1.1870, 4.4270)
N (0.7361, 2.3895, 5.1402)
C (0.0162, 3.5200, 5.3323)
C (-1.3682, 3.5556, 4.7239)
O (0.4688, 4.4691, 5.9559)
H (0.3903, 0.3239, 5.0919)
H (1.0372, 1.0061, 3.6043)
H (-0.6590, 1.2793, 4.0366)
H (1.6584, 2.4076, 5.5477)
H (-1.8201, 4.5178, 4.9474)
H (-1.3113, 3.4377, 3.6419)
H (-2.0011, 2.7667, 5.1312)
C (6.2705, 0.8183, 2.2418)
N (5.1790, 0.8716, 3.1920)
C (4.1076, 0.0434, 3.2896)
C (4.0073, -1.0907, 2.2950)
O (3.2589, 0.2180, 4.1497)
H (7.2249, 0.6930, 2.7558)
H (6.3167, 1.7366, 1.6543)
H (6.1354, -0.0164, 1.5620)
H (5.1856, 1.6066, 3.8821)
H (3.1006, -1.6467, 2.5114)
H (3.9553, -0.7123, 1.2735)
H (4.8648, -1.7597, 2.3771)
C (4.7605, -7.8081, 1.4166)
N (3.9674, -7.7982, 0.2052)
C (3.7351, -8.8217, -0.6572)
C (4.3705, -10.1570, -0.3449)
O (3.0364, -8.6570, -1.6441)
H (4.1480, -7.5500, 2.2820)
H (5.5781, -7.0883, 1.3495)
H (5.1848, -8.7933, 1.5793)
H (3.5159, -6.9365, -0.0596)
H (4.0846, -10.8534, -1.1268)
H (5.4577, -10.0767, -0.3192)
H (4.0256, -10.5392, 0.6164)



No. 4
DFT (ωB97M-V/def2-TZVPD) results for C26H54O2OsP4 as an isolated structure.

Results
HOMO energy (alpha / beta): -19.30 / -20.85 eV
ΔE to the lowest compared entry with this formula, charge and spin: 28.37 kcal/mol
Kohn-Sham gap (alpha / beta): 7.359 / 4.465 eV
spin multiplicity: 5
charge: +4

Element x y z (Å)
P (2.3194, -0.3756, -1.0866)
C (3.3616, -0.5931, 0.4155)
H (4.4204, -0.6704, 0.1288)
H (3.0669, -1.4778, 0.9873)
H (3.2303, 0.2928, 1.0403)
C (2.9029, -1.7940, -2.0911)
H (2.7654, -1.6043, -3.1592)
H (2.3541, -2.7038, -1.8201)
H (3.9787, -1.9486, -1.9100)
C (3.2549, 1.0379, -1.8022)
H (4.3162, 0.7601, -1.8797)
H (3.1663, 1.9201, -1.1598)
H (2.8711, 1.2894, -2.7942)
P (-0.9082, 3.1299, -1.5133)
C (-1.0490, 4.3104, -0.1079)
H (-1.5371, 5.2346, -0.4446)
H (-0.0451, 4.5257, 0.2757)
H (-1.6439, 3.8438, 0.6864)
C (0.0697, 4.1714, -2.6714)
H (-0.0040, 3.7902, -3.6964)
H (1.1199, 4.1380, -2.3532)
H (-0.3020, 5.2065, -2.6334)
C (-2.5908, 3.3294, -2.2285)
H (-2.7535, 4.3882, -2.4812)
H (-3.3278, 3.0005, -1.4845)
H (-2.6875, 2.7083, -3.1277)
P (-1.8519, -1.5830, -0.8991)
C (-2.9977, -1.9609, 0.5049)
H (-3.7207, -2.7370, 0.2101)
H (-3.5502, -1.0452, 0.7552)
H (-2.4422, -2.3067, 1.3815)
C (-3.2139, -1.2311, -2.0941)
H (-4.0295, -1.9611, -1.9680)
H (-2.8712, -1.2937, -3.1259)
H (-3.6055, -0.2229, -1.9161)
C (-1.2436, -3.2121, -1.4456)
H (-2.0870, -3.9001, -1.6004)
H (-0.5702, -3.6319, -0.6911)
H (-0.6948, -3.0911, -2.3870)
Os (0.0309, 0.1916, -0.3371)
C (0.9698, 1.7183, 0.1720)
O (1.5816, 2.6550, 0.5812)
C (-1.6570, 0.9705, 0.0011)
O (-2.7174, 1.3707, 0.3731)
C (-1.4581, 0.1878, -4.3857)
C (-0.8136, -1.0404, -4.2114)
C (0.5742, -1.1003, -4.1612)
C (1.3194, 0.0755, -4.2582)
C (0.6827, 1.3050, -4.4173)
C (-0.7106, 1.3612, -4.4569)
H (-2.5449, 0.2506, -4.4443)
H (-1.3688, -1.9759, -4.1578)
H (1.0529, -2.0717, -4.0428)
H (2.4068, 0.0409, -4.2643)
H (1.2754, 2.2149, -4.5083)
H (-1.2266, 2.3077, -4.6030)
C (1.2052, -3.0423, 1.0675)
C (0.4004, -2.3720, 2.1770)
C (0.8032, -3.0041, 3.5056)
P (0.2788, -0.4589, 2.1066)
C (-1.4532, -0.1832, 2.9337)
C (-1.9510, -1.2647, 3.8993)
C (-1.6322, 1.2096, 3.5732)
C (1.2668, 0.4639, 3.4787)
C (1.2147, -0.1341, 4.8944)
C (2.7021, 0.9168, 3.2232)
H (2.2629, -3.1626, 1.3295)
H (1.1330, -2.5125, 0.1066)
H (0.8156, -4.0611, 0.9111)
H (-0.6516, -2.6204, 1.9666)
H (1.8518, -2.8039, 3.7625)
H (0.1583, -2.7229, 4.3415)
H (0.7022, -4.0934, 3.3908)
H (-2.1131, -0.2249, 2.0600)
H (-1.4314, -1.2306, 4.8607)
H (-3.0139, -1.0684, 4.1093)
H (-1.8955, -2.2812, 3.4983)
H (-1.0862, 1.2890, 4.5234)
H (-2.6975, 1.3582, 3.7965)
H (-1.3152, 2.0232, 2.9062)
H (0.6913, 1.4017, 3.4884)
H (1.9386, -0.9563, 5.0214)
H (1.5180, 0.6532, 5.6101)
H (0.2248, -0.4762, 5.2205)
H (2.7491, 1.6146, 2.3864)
H (3.0686, 1.4688, 4.0970)
H (3.3884, 0.0807, 3.0609)



No. 5
DFT (ωB97M-V/def2-TZVPD) results for a 11-piece molecular cluster, C26H55Cl20FNS overall.

Results
HOMO energy: -11.71 eV
Kohn-Sham gap: 9.128 eV
spin multiplicity: 1
charge: +1

Element x y z (Å)
C (5.5735, -0.1527, -1.9742)
C (4.7483, -0.5892, -0.7600)
C (3.9519, 0.5314, -0.0617)
N (3.4888, 1.6228, -0.9442)
S (2.4875, 1.2696, -2.1941)
C (0.8615, 1.2765, -1.4074)
C (-0.0527, 0.1184, -1.7874)
C (0.5266, -1.2688, -1.5297)
F (-0.4456, -2.0700, -0.9513)
H (5.6257, -0.9594, -2.7043)
H (6.5974, 0.0827, -1.6952)
H (5.1667, 0.7156, -2.4915)
H (4.0824, -1.4110, -1.0226)
H (5.4230, -0.9863, -0.0029)
H (4.5468, 1.0266, 0.7007)
H (3.0690, 0.1261, 0.4357)
H (4.2446, 2.2103, -1.2887)
H (2.6443, -0.0633, -2.3570)
H (0.4351, 2.2248, -1.7313)
H (1.0382, 1.3352, -0.3343)
H (-0.9448, 0.2198, -1.1673)
H (-0.3852, 0.2211, -2.8219)
H (1.3896, -1.2403, -0.8519)
H (0.8450, -1.7486, -2.4534)
Cl (-2.2942, 2.4757, 1.5598)
C (-2.3721, 0.6918, 1.4408)
C (-3.3653, 0.2528, 0.3953)
Cl (-5.0352, 0.5943, 0.9147)
H (-2.6309, 0.3009, 2.4196)
H (-1.3698, 0.3505, 1.1848)
H (-3.2930, -0.8239, 0.2471)
H (-3.1998, 0.7559, -0.5557)
Cl (-1.4086, 0.6479, -6.1120)
C (-1.5611, -1.1187, -6.3404)
C (-0.9147, -1.8694, -5.2087)
Cl (0.8634, -1.6544, -5.1899)
H (-1.1167, -1.3667, -7.3000)
H (-2.6225, -1.3589, -6.3409)
H (-1.1095, -2.9356, -5.3018)
H (-1.2956, -1.5249, -4.2496)
Cl (-1.4611, 0.9809, 5.2384)
C (-1.2623, 2.7586, 5.1589)
C (-1.6127, 3.4059, 6.4727)
Cl (-3.3541, 3.2524, 6.8301)
H (-1.8983, 3.1213, 4.3562)
H (-0.2235, 2.9488, 4.9039)
H (-1.3907, 4.4692, 6.4453)
H (-1.0660, 2.9520, 7.2956)
Cl (-5.4097, 1.1021, -3.5815)
C (-5.1298, 0.8918, -5.3296)
C (-5.8162, -0.3293, -5.8814)
Cl (-5.1032, -1.8470, -5.2574)
H (-4.0557, 0.8497, -5.4852)
H (-5.5248, 1.7775, -5.8242)
H (-5.7040, -0.3454, -6.9639)
H (-6.8733, -0.3467, -5.6314)
Cl (6.4680, 3.0646, -2.7718)
C (6.3589, 4.5088, -1.7184)
C (7.1617, 4.3247, -0.4588)
Cl (6.4391, 3.0612, 0.5814)
H (5.3097, 4.6790, -1.4897)
H (6.7357, 5.3537, -2.2906)
H (7.1666, 5.2488, 0.1151)
H (8.1841, 4.0270, -0.6735)
Cl (3.5459, -2.7683, -3.1501)
C (3.7817, -4.2831, -4.0820)
C (5.1474, -4.8644, -3.8246)
Cl (6.4396, -3.8205, -4.4668)
H (3.6381, -4.0355, -5.1300)
H (3.0065, -4.9763, -3.7632)
H (5.2252, -5.8292, -4.3225)
H (5.3279, -4.9960, -2.7611)
Cl (-1.2131, -1.8731, 3.4512)
C (-1.0593, -3.4697, 2.6675)
C (0.3416, -4.0031, 2.8207)
Cl (1.4894, -2.9792, 1.8978)
H (-1.3127, -3.3477, 1.6173)
H (-1.7736, -4.1424, 3.1381)
H (0.4176, -5.0095, 2.4162)
H (0.6634, -4.0077, 3.8576)
Cl (-9.3515, 3.2440, -2.9650)
C (-8.3384, 3.3056, -1.4988)
C (-8.5565, 2.1139, -0.6041)
Cl (-10.1808, 2.1120, 0.1294)
H (-8.5694, 4.2332, -0.9819)
H (-7.3003, 3.3259, -1.8273)
H (-7.8358, 2.1398, 0.2117)
H (-8.4400, 1.1818, -1.1514)
Cl (3.3080, 7.5111, 6.5622)
C (3.3800, 5.7357, 6.4668)
C (2.6565, 5.2079, 5.2539)
Cl (0.8914, 5.4535, 5.3680)
H (2.9558, 5.3355, 7.3839)
H (4.4309, 5.4574, 6.4083)
H (2.8234, 4.1355, 5.1655)
H (2.9958, 5.7019, 4.3473)
Cl (-1.0429, -6.6128, 4.3470)
C (-1.6493, -6.8815, 6.0098)
C (-2.9504, -7.6413, 6.0091)
Cl (-4.2764, -6.6788, 5.3093)
H (-1.7623, -5.9056, 6.4737)
H (-0.8847, -7.4470, 6.5381)
H (-3.2280, -7.8792, 7.0343)
H (-2.8717, -8.5615, 5.4366)



Taking the records one at a time from the top gives E_tot values of -74236.337 -47612.822 -68032.738 -71510.992 -293341.227 eV.
Taking the records one at a time from the top gives F_max values of 0.10410 0.02134 0.02098 0.14860 0.00717 hartree/bohr.